# 1
The following is a DFT calculation (wB97M-V/def2-TZVPD) of C13H49CaN12O12 as an isolated structure in a non-equilibrium geometry.

Structure (XYZ):
```
87
Properties=species:S:1:pos:R:3:mulliken_charge:R:1
Ca 2.88252 -2.18674 -1.44471 1.815
C -0.95421 -1.14253 0.12728 -0.735
C 0.35977 -0.50522 0.56246 0.683
O 1.46756 -1.21593 0.11450 -0.171
H -1.06752 -2.11546 0.60695 0.269
H -1.08185 -1.17248 -0.95666 0.056
H -1.87370 -0.62154 0.43228 0.149
H 0.35062 -0.44973 1.65949 0.351
H 0.32437 0.54442 0.23106 -1.039
C -3.89016 1.82060 0.91288 -0.024
O -4.87846 0.95545 1.45124 -0.560
H -4.23324 2.84376 1.09130 0.406
H -2.91777 1.77052 1.41488 -0.156
H -3.77145 1.73347 -0.16848 0.022
H -4.70821 0.10530 1.01092 0.344
C -0.35538 3.08801 -1.05435 -0.978
O -1.64466 3.63242 -1.29354 -0.542
H -0.17251 2.18027 -1.62901 0.481
H 0.40672 3.85724 -1.21777 0.415
H -0.20895 2.78035 -0.01056 0.362
H -1.57671 4.57567 -1.12573 0.322
C 1.44293 -3.94915 2.63729 -0.483
O 1.50349 -2.57528 2.96561 -0.551
H 0.41794 -4.30763 2.51230 0.198
H 2.15865 -4.14923 1.83922 0.192
H 1.78949 -4.45395 3.54254 0.333
H 1.62247 -1.96611 2.22567 0.113
C -2.40775 -3.23898 -2.43159 -0.694
O -3.25375 -2.11420 -2.49888 -0.558
H -1.40731 -3.10021 -2.85328 0.332
H -2.23113 -3.52347 -1.39254 0.190
H -2.85193 -4.13424 -2.87723 0.393
H -3.13448 -1.59905 -3.32037 0.315
C -5.70029 -1.23270 -0.58687 -0.791
O -4.49075 -1.69002 0.01222 -0.593
H -6.34571 -0.83989 0.19281 0.386
H -5.39580 -0.35950 -1.19272 0.228
H -6.15405 -1.86187 -1.35535 0.309
H -3.88809 -1.90209 -0.71779 0.358
C 3.34303 1.18666 -2.11545 0.522
O 3.72199 0.00943 -2.23472 -0.635
N 2.39632 1.53989 -1.20526 0.344
N 3.75786 2.18392 -2.94397 -0.396
H 2.21835 2.49090 -0.94696 0.016
H 2.20034 0.70663 -0.64854 -0.305
H 4.64566 2.00129 -3.38417 0.264
H 3.36171 3.09947 -2.89964 0.158
C 3.45992 3.59666 1.36233 0.436
O 4.62532 3.95817 1.25530 -0.696
N 3.07589 2.32485 1.72463 -0.005
N 2.42689 4.36007 0.89759 -0.201
H 2.10828 2.05269 1.71116 0.036
H 3.79120 1.78443 2.16844 0.067
H 1.48834 4.16549 1.22103 0.176
H 2.64328 5.28748 0.58018 0.223
C 0.81525 -4.78839 -1.40254 0.723
O 1.71603 -4.15759 -2.01670 -0.821
N 0.16808 -4.27253 -0.34946 0.208
N 0.39249 -5.97541 -1.84935 -0.412
H 0.36744 -3.32912 -0.04203 -0.551
H -0.43600 -4.84349 0.21215 0.270
H 0.84713 -6.41663 -2.62985 0.259
H -0.51224 -6.33543 -1.60527 0.179
C -3.18818 1.08794 -3.53653 0.570
O -3.68776 0.12954 -4.14286 -0.757
N -3.36028 2.36160 -3.95241 -0.337
N -2.47370 0.93419 -2.39655 0.309
H -3.96182 2.63802 -4.70065 0.243
H -3.00874 3.08171 -3.33869 0.117
H -2.33085 0.03335 -1.98151 -0.114
H -1.96937 1.67584 -1.94906 -0.001
C -0.36633 2.73111 3.43320 0.730
O -0.04174 3.22113 2.34538 -0.676
N 0.07925 3.22435 4.61619 -0.475
N -1.12518 1.59500 3.53681 -0.288
H 0.74083 3.97664 4.57803 0.240
H -0.14515 2.72458 5.45296 0.148
H -1.44807 1.33923 4.44950 0.179
H -1.49447 1.17295 2.70808 0.098
C 4.98661 -0.96663 1.11066 0.566
O 4.65688 -1.40721 -0.00835 -0.662
N 4.22936 -1.10053 2.22101 -0.206
N 6.12491 -0.26117 1.27242 -0.390
H 3.48586 -1.76886 2.28737 0.112
H 4.53249 -0.68128 3.08005 0.180
H 6.76341 -0.10212 0.51589 0.248
H 6.24879 0.25087 2.12469 0.163
```

Its net charge is +1. The electronic energy is -75168.583 eV. The molar mass comes out at 605.685 u.

# 2
The following is a DFT calculation (wB97M-V/def2-TZVPD) of a 10-piece molecular cluster, C13H49N18O10PS2Si overall.

Structure (XYZ):
```
94
Properties=species:S:1:pos:R:3:mulliken_charge:R:1
C -0.21478 3.85030 1.23990 -1.031
C -1.17006 3.38845 0.17620 -0.393
O -1.27743 1.96633 0.20177 -0.102
C -1.93824 1.44890 -0.93328 -0.768
C -1.50349 -0.01038 -1.02600 -0.482
Si 0.32922 -0.02465 -1.41423 0.419
S 0.54637 -0.49015 -3.49680 -0.354
P 1.41900 -1.50299 -0.13457 0.326
S 0.37007 -3.11884 0.25352 -0.501
H 0.24019 4.78998 0.95169 0.339
H -0.69590 3.98328 2.19641 0.317
H 0.58002 3.12277 1.34460 0.157
H -0.85318 3.74299 -0.80180 0.439
H -2.16079 3.79430 0.38285 0.255
H -1.58857 1.97101 -1.82385 0.385
H -3.02099 1.53292 -0.86205 0.361
H -2.09732 -0.49045 -1.79638 0.553
H -1.70652 -0.49853 -0.08282 0.128
H 0.87761 1.31104 -1.14631 -0.113
H 1.86609 -0.69254 -3.60526 0.118
H 2.60317 -1.83135 -0.81556 0.098
H 1.87790 -0.86275 1.02913 -0.129
C -1.58129 7.11467 -0.96255 0.743
O -1.14599 6.43114 -1.87013 -0.628
N -2.89918 7.09014 -0.59282 -0.419
N -0.78897 7.96098 -0.23485 -0.421
H -3.27825 7.64328 0.15146 0.162
H -3.50775 6.48362 -1.10973 0.216
H 0.18181 8.00434 -0.48216 0.215
H -1.12710 8.53004 0.51706 0.157
C 4.36193 0.83797 0.36510 0.661
O 3.49082 0.66457 -0.47846 -0.570
N 5.68145 0.92545 0.03145 -0.432
N 4.07997 0.95364 1.69316 -0.334
H 6.41367 1.06664 0.70078 0.152
H 5.91645 0.84499 -0.94010 0.229
H 3.11751 0.90076 1.97238 0.173
H 4.77881 1.08698 2.39924 0.172
C 1.64837 -2.93951 4.69356 0.609
O 2.04402 -1.79159 4.78475 -0.629
N 1.02995 -3.42780 3.58882 -0.024
N 1.78692 -3.84153 5.73142 -0.662
H 0.67955 -4.36583 3.50887 0.114
H 0.91307 -2.80494 2.80851 -0.050
H 2.24187 -3.51749 6.56760 0.186
H 1.46425 -4.79289 5.67908 0.290
C -1.96384 -4.32954 5.71274 0.650
O -1.46926 -5.24099 5.06340 -0.660
N -3.31609 -4.14440 5.79692 -0.413
N -1.19094 -3.43716 6.39104 -0.290
H -3.74240 -3.40617 6.32335 0.164
H -3.90024 -4.79216 5.30223 0.228
H -0.19448 -3.58662 6.31510 0.196
H -1.54986 -2.67372 6.93233 0.188
C -1.07441 1.12834 -7.40307 0.686
O -1.16132 1.08503 -8.61790 -0.649
N -1.33076 0.04527 -6.61090 -0.287
N -0.72698 2.27502 -6.73793 -0.369
H -1.26715 0.05809 -5.61048 0.053
H -1.59462 -0.80652 -7.07072 0.185
H -0.52393 3.08988 -7.29020 0.261
H -0.65644 2.33824 -5.73927 0.101
C -1.62244 -4.98518 -3.48971 0.598
O -1.65581 -5.01055 -4.70870 -0.665
N -2.03368 -6.04717 -2.72727 -0.368
N -1.17475 -3.90683 -2.78532 -0.044
H -2.01106 -6.05069 -1.72551 0.162
H -2.36717 -6.85789 -3.21304 0.216
H -0.85827 -3.11375 -3.31336 0.071
H -1.13988 -3.86476 -1.78022 0.038
C -1.04014 0.70973 3.82631 0.542
O -0.81671 1.87287 4.11838 -0.678
N -1.71984 0.35696 2.69618 -0.276
N -0.60600 -0.33311 4.60032 -0.174
H -1.90412 -0.59452 2.43924 0.197
H -2.01373 1.09591 2.08226 0.149
H -0.07866 -0.10543 5.42195 0.182
H -0.75415 -1.29705 4.36755 0.066
C 5.71790 -4.80309 5.76876 0.559
O 5.55994 -3.63206 6.05663 -0.620
N 6.96000 -5.36307 5.62951 -0.396
N 4.66628 -5.65562 5.56618 -0.322
H 7.11326 -6.32459 5.39376 0.157
H 7.75030 -4.76351 5.77398 0.230
H 3.74415 -5.26985 5.65837 0.233
H 4.77245 -6.62509 5.33637 0.165
C -3.05666 5.09988 -8.69812 0.626
O -2.35349 5.77458 -7.96468 -0.645
N -3.12720 3.74325 -8.59443 -0.245
N -3.82460 5.65749 -9.68715 -0.386
H -3.68672 3.16338 -9.18958 0.151
H -2.56738 3.31167 -7.88180 0.112
H -3.78767 6.65392 -9.78840 0.222
H -4.40568 5.12431 -10.30470 0.162
```

The electronic energy is -100420.039 eV. The molar mass comes out at 740.845 u.

# 3
The following is a DFT calculation (wB97M-V/def2-TZVPD) of C13H4Br4Cl6 as an isolated structure in a non-equilibrium geometry.

Structure (XYZ):
```
27
Properties=species:S:1:pos:R:3:mulliken_charge:R:1
Cl 4.42819 -1.15607 1.64081 -0.146
Cl 2.60955 1.34743 3.08078 -0.154
Cl -1.03352 -2.38770 0.72917 -0.068
Cl 0.59725 -2.36653 3.39986 -0.136
Cl 2.20866 -3.50464 0.66034 -0.132
Cl -0.64574 0.89216 2.60398 -0.074
Br -4.73380 0.55474 -0.38973 -0.118
Br -4.08595 2.71705 -3.11254 -0.157
Br -1.20604 3.00556 -4.14448 -0.178
Br 1.43027 1.43697 -2.63567 -0.110
C 2.66231 -0.92324 1.58751 0.076
C 1.92729 0.03265 2.20199 -0.371
C -1.92528 0.37638 -0.23432 -0.338
C -3.02115 0.89085 -0.91263 -0.485
C -2.72074 1.60926 -2.15702 0.016
C -1.42994 1.83494 -2.52274 0.172
C -0.36928 1.24615 -1.87558 -0.301
C -0.62714 0.58177 -0.71365 0.591
C 1.22206 -1.15113 -0.41697 -1.502
C 0.37290 -1.67206 1.65145 0.734
C 1.62962 -1.78002 0.89983 0.263
C 0.47663 -0.05133 1.66491 0.238
C 0.58633 0.18895 0.15829 0.164
H -2.17867 -0.09276 0.70379 0.397
H 0.50872 -1.78910 -0.98943 0.362
H 2.12408 -0.97693 -0.94457 0.585
H 1.19339 1.13662 0.06661 0.670
```

The electronic energy is -368848.303 eV. The molar mass comes out at 692.509 u.